Density functional theory data (ωB97M-V with the def2-TZVPD basis set) for a 4-piece molecular cluster, C2H14N3O3 overall in a non-equilibrium geometry.

Bonds (Å) are listed after each position.
Positions of all 22 atoms, in Å:
1 C 0.6171 2.6722 0.4875  N2 1.446, H6 1.303, H7 1.151, H8 1.083
2 N 0.4308 1.2386 0.5152  C1 1.446, C3 1.385, H9 1.105
3 C 1.4357 0.2867 0.5580  N2 1.385, N4 1.363, N5 1.403
4 N 1.0470 -0.9347 1.0212  C3 1.363, H10 1.095, H11 0.991
5 N 2.7685 0.4095 0.1380  C3 1.403, H12 1.121, H13 0.989
6 H -0.4477 2.9323 -0.2170  C1 1.303
7 H 1.5213 3.2237 0.0374  C1 1.151
8 H 0.6009 3.0572 1.4996  C1 1.083
9 H -0.5289 0.7820 0.8173  N2 1.105
10 H -0.0132 -1.1456 0.8438  N4 1.095
11 H 1.7228 -1.6579 1.0666  N4 0.991
12 H 3.3980 -0.5182 0.1502  N5 1.121
13 H 3.0925 1.0907 -0.5010  N5 0.989
14 H -2.1355 -0.7322 0.1420  O16 0.960
15 H -2.6127 0.3087 1.4070  O16 0.971
16 O -2.0544 0.0806 0.6460  H14 0.960, H15 0.971
17 H -0.0468 -0.5691 -2.0060  O19 1.007
18 H -0.6361 -1.9268 -2.7440  O19 1.002
19 O -0.4961 -1.4595 -1.8694  H17 1.007, H18 1.002
20 H -2.0743 -2.9749 -0.5953  O22 0.917
21 H -3.0896 -1.9632 -1.0465  O22 0.943
22 O -2.4992 -2.1998 -0.3507  H20 0.917, H21 0.943

Computed properties:
total energy: -474.31819 hartree
total charge: +1
frontier orbital gap: 10.770 eV
strongest force on any atom: 4.44 eV Å⁻¹
energy relative to the best compared isomer or geometry (same formula, charge and spin): 63.8 kcal per mole